1.
{"formula": "C6H14N2O2", "method": "the ωB97M-V functional and the def2-TZVPD basis", "lumo_energy_ev": [3.17, 3.27], "homo_energy_ha": [0.0386, -0.2182], "energy_ha": -496.934498, "e_above_lowest_kj_mol": 239.97, "s_squared": 0.750, "charge": -1, "fmax_ev_per_a": 3.19, "multiplicity": 2, "species": ["C", "C", "C", "O", "N", "H", "H", "H", "H", "H", "H", "H", "C", "C", "C", "O", "N", "H", "H", "H", "H", "H", "H", "H"], "positions_angstrom": [[2.9589, 0.8967, -2.2495], [3.4042, -2.5662, -0.8874], [2.4928, -0.4481, -1.8042], [1.4300, -0.9710, -1.9399], [3.4776, -1.1675, -1.2781], [2.1775, 1.1395, -2.9548], [4.2839, -0.7416, -0.9131], [4.2411, -2.9933, -1.4135], [2.9434, 1.6576, -1.4940], [4.0427, 0.9128, -2.6987], [3.6510, -2.5186, 0.1942], [2.4855, -3.1383, -1.0416], [-2.2776, 1.1582, 3.3049], [-3.9759, 0.4628, -0.1266], [-3.1676, 1.1730, 2.0098], [-4.0507, 1.9911, 1.8134], [-3.0556, 0.1868, 1.0382], [-1.6277, 2.0008, 3.3795], [-2.2864, -0.4667, 0.9215], [-5.1024, 0.3386, -0.0801], [-2.9856, 1.2415, 4.1509], [-1.6533, 0.3244, 3.6610], [-3.6991, 1.5350, -0.5593], [-3.7067, -0.0072, -1.0324]], "forces_ev_per_angstrom": [[0.916, 0.461, -1.408], [0.633, 0.772, 1.217], [2.334, -0.318, 0.935], [-3.007, -0.014, -1.076], [-0.097, -1.462, 0.173], [0.187, 0.669, -0.668], [1.090, 0.908, 0.126], [0.229, -0.946, -0.077], [-0.105, 0.221, 0.715], [-2.118, -0.268, 0.642], [-0.233, -0.767, -0.338], [0.117, 0.732, -0.221], [-1.250, -0.595, 0.574], [0.882, 2.574, -0.911], [0.430, -1.213, -0.447], [0.541, 0.496, 1.351], [-1.544, 0.666, -0.661], [0.237, 0.893, -0.382], [-0.201, 0.392, 0.219], [1.517, 0.270, 0.940], [0.025, 0.300, -0.475], [-0.264, -0.328, -1.228], [-1.110, -1.649, 1.507], [0.789, -1.792, -0.506]]}

2.
{"formula": "C6H14N2O2", "method": "the ωB97M-V functional and the def2-TZVPD basis", "lumo_energy_ev": [-1.07, -1.16], "homo_energy_ha": [-0.3161, -0.3179], "energy_ha": -496.872941, "e_above_lowest_kj_mol": 484.64, "fmax_ev_per_a": 4.39, "species": ["C", "C", "C", "C", "C", "N", "C", "N", "O", "O", "H", "H", "H", "H", "H", "H", "H", "H", "H", "H", "H", "H", "H", "H"], "positions_angstrom": [[-1.0107, 0.4300, 0.6142], [-0.9421, 0.4954, -1.2912], [-2.0541, 1.5139, 0.9007], [-1.4490, -0.9892, 0.9591], [-0.3185, -0.6846, -1.9037], [1.7069, 0.6395, -0.0101], [2.2926, -0.5704, 0.2071], [3.5943, -0.5640, 0.6845], [0.1849, 0.7681, 1.0563], [1.7148, -1.6485, 0.0398], [2.2384, 1.4141, 0.3754], [4.0572, -1.4574, 0.6655], [4.1778, 0.2402, 0.5227], [-1.9998, 0.6407, -1.4887], [-0.3444, 1.4000, -1.3407], [-2.1229, 1.6389, 1.9829], [-3.0361, 1.2369, 0.5195], [-1.7478, 2.4656, 0.4698], [-0.6282, -1.6784, 0.7752], [-1.7032, -1.0235, 2.0211], [-2.3271, -1.2914, 0.3892], [0.3032, -0.3795, -2.7529], [0.4502, -1.1373, -1.2299], [-1.0365, -1.4592, -2.1658]], "forces_ev_per_angstrom": [[-1.072, -0.817, -4.177], [-0.389, 0.562, 3.067], [0.533, -0.007, 0.354], [0.192, 0.306, 0.280], [1.090, -0.701, 0.261], [-1.974, 0.737, 0.157], [-0.007, -2.032, 0.819], [-0.150, 0.371, -0.263], [2.963, 0.463, 0.250], [0.605, 0.909, 0.350], [-0.402, 0.006, 0.354], [-0.032, -0.007, -0.139], [0.015, -0.028, 0.070], [0.040, 0.150, -0.222], [-0.179, 0.087, -0.240], [-0.127, 0.082, 0.041], [0.070, -0.101, -0.040], [-0.010, 0.020, -0.051], [-0.034, -0.038, -0.038], [-0.020, -0.119, 0.067], [-0.002, 0.035, -0.044], [-0.364, -0.100, -0.258], [-0.795, 0.198, -0.398], [0.050, 0.024, -0.200]]}

3.
{"formula": "C6H14N2O2", "method": "the ωB97M-V functional and the def2-TZVPD basis", "smiles": "CNC(C)=O.CNC(C)=O", "lumo_energy_ev": 0.50, "homo_energy_ha": -0.3594, "energy_ha": -497.028648, "e_above_lowest_kj_mol": 75.83, "fmax_ev_per_a": 1.09, "species": ["C", "C", "C", "O", "N", "H", "H", "H", "H", "H", "H", "H", "C", "C", "C", "O", "N", "H", "H", "H", "H", "H", "H", "H"], "positions_angstrom": [[-1.2154, 2.5422, 0.3221], [-2.1442, 0.0640, -2.3861], [-1.4353, 1.9828, -1.0588], [-1.2188, 2.6330, -2.0606], [-1.7939, 0.6690, -1.1122], [-1.2865, 3.6252, 0.2762], [-2.1713, 0.2240, -0.2939], [-2.3618, 0.8037, -3.1630], [-1.8804, 2.2075, 1.1129], [-0.2063, 2.2809, 0.6526], [-1.3218, -0.5332, -2.7800], [-3.0060, -0.5855, -2.2751], [0.0644, -0.9814, 2.4115], [2.5008, -1.8119, -0.4001], [1.9974, -1.7442, 1.0182], [2.6016, -2.1972, 1.9633], [0.7493, -1.1602, 1.1226], [0.6418, -0.3550, 0.5133], [-0.2082, 0.0762, 2.5126], [3.3991, -1.2043, -0.4653], [-0.8481, -1.5837, 2.4236], [0.7114, -1.2753, 3.2378], [2.8875, -2.8270, -0.5773], [1.7090, -1.6078, -1.1088]], "forces_ev_per_angstrom": [[0.279, 0.357, 0.369], [0.223, -0.196, -0.491], [0.061, -0.145, 0.162], [0.000, 0.093, -0.023], [-0.420, -0.053, -0.388], [0.099, 0.024, -0.080], [0.113, 0.145, 0.128], [-0.011, 0.123, 0.466], [-0.305, -0.314, -0.158], [0.046, 0.092, -0.112], [0.073, -0.100, 0.071], [-0.111, -0.057, 0.107], [0.210, 0.097, -0.394], [0.602, -0.824, 0.370], [-0.365, 0.029, 0.132], [-0.010, -0.234, 0.124], [-0.103, 0.682, 0.292], [-0.179, -0.526, -0.226], [0.029, -0.242, 0.154], [-0.174, 0.456, -0.340], [0.108, 0.053, 0.115], [-0.007, 0.010, -0.108], [-0.347, 0.182, 0.118], [0.188, 0.349, -0.284]]}

4.
{"formula": "C6H14N2O2", "method": "the ωB97M-V functional and the def2-TZVPD basis", "smiles": "CNC(C)=O.CNC(C)=O", "lumo_energy_ev": 0.54, "homo_energy_ha": -0.3494, "energy_ha": -497.032383, "e_above_lowest_kj_mol": 66.02, "fmax_ev_per_a": 0.98, "species": ["C", "C", "C", "O", "N", "H", "H", "H", "H", "H", "H", "H", "C", "C", "C", "O", "N", "H", "H", "H", "H", "H", "H", "H"], "positions_angstrom": [[-2.3862, -1.6727, 1.2402], [-1.6739, 0.0384, -2.0514], [-1.6547, -1.3042, -0.0347], [-0.6015, -1.8091, -0.3647], [-2.2851, -0.3615, -0.7927], [-1.7743, -2.3466, 1.8325], [-2.7305, 0.3854, -0.2828], [-1.3071, -0.8251, -2.6098], [-2.5450, -0.7850, 1.8565], [-3.3427, -2.1328, 1.0050], [-2.4090, 0.5915, -2.6268], [-0.7779, 0.6414, -1.9150], [2.6161, -0.6508, 1.4125], [1.2271, 2.2753, -0.5339], [2.2259, 1.2739, 0.0097], [3.3972, 1.2844, -0.3048], [1.7282, 0.3925, 0.9250], [0.7604, 0.1299, 0.8452], [3.3458, -0.2370, 2.1000], [1.5942, 2.5882, -1.5112], [2.0110, -1.4426, 1.8595], [3.1453, -1.1285, 0.5826], [0.2184, 1.9102, -0.7109], [1.2182, 3.1846, 0.0701]], "forces_ev_per_angstrom": [[0.365, 0.163, 0.167], [0.332, -0.040, -0.064], [-0.019, 0.018, 0.618], [0.083, -0.246, -0.158], [0.290, 0.261, -0.457], [0.002, -0.156, -0.142], [-0.363, -0.226, -0.004], [-0.449, -0.076, 0.145], [-0.222, 0.047, -0.102], [-0.059, 0.025, 0.055], [0.022, 0.002, -0.151], [-0.027, 0.238, 0.088], [-0.241, -0.491, -0.474], [0.407, 0.399, -0.793], [-0.577, -0.033, 0.125], [0.167, 0.188, 0.041], [0.197, -0.266, -0.018], [-0.065, 0.167, -0.046], [0.014, -0.091, 0.164], [0.105, -0.010, -0.015], [0.107, 0.274, 0.285], [0.111, 0.198, 0.040], [-0.048, -0.133, 0.500], [-0.131, -0.211, 0.197]]}

5.
{"formula": "C6H14N2O2", "method": "the ωB97M-V functional and the def2-TZVPD basis", "smiles": "C=C(C)NN.COC(C)=O", "lumo_energy_ev": 0.61, "homo_energy_ha": -0.3089, "energy_ha": -496.844239, "e_above_lowest_kj_mol": 560.00, "fmax_ev_per_a": 5.34, "species": ["C", "C", "C", "C", "O", "H", "H", "H", "H", "H", "H", "H", "H", "C", "N", "C", "N", "O", "H", "H", "H", "H", "H", "H"], "positions_angstrom": [[0.9804, -0.8573, 1.8310], [1.6346, 0.0448, -1.8511], [0.8240, 0.7378, -0.7938], [1.3101, 1.7551, -0.0533], [0.1509, -0.6494, 0.7248], [1.2878, -1.9069, 1.8298], [1.8034, -0.1508, 1.6793], [0.4186, -0.7023, 2.7587], [2.6798, 0.0000, -1.5521], [1.2974, -0.9812, -2.0008], [1.5969, 0.5937, -2.7930], [0.7211, 2.2371, 0.7113], [2.3750, 1.9167, -0.0131], [-1.9180, -1.9752, 0.6507], [-0.6838, 0.6726, -1.1067], [-1.4717, -0.5290, 0.5994], [-1.4311, 1.8702, -1.0418], [-2.0448, 0.2579, 1.3134], [-0.9133, 0.0671, -1.8849], [-1.7384, 1.9278, -0.0681], [-0.7774, 2.6585, -1.0674], [-1.7256, -2.3723, 1.6462], [-1.3741, -2.5937, -0.0593], [-3.0016, -2.0212, 0.5407]], "forces_ev_per_angstrom": [[-1.434, -0.316, 0.052], [0.155, -0.366, 0.519], [-2.015, 2.199, -1.719], [-0.233, -1.083, -0.085], [-1.852, -0.564, -1.246], [0.470, 0.074, 0.095], [0.162, -0.147, 0.522], [0.370, 0.371, 0.177], [0.046, -0.023, 0.074], [-0.062, -0.009, -0.085], [-0.217, -0.061, -0.005], [-0.211, 0.246, -0.139], [0.127, -0.018, -0.066], [-0.417, -0.163, -1.588], [1.769, -0.478, 1.193], [2.416, -0.278, 4.752], [0.347, 0.011, 0.482], [0.634, 0.315, -1.757], [0.190, 0.588, -0.296], [-0.478, -0.280, 0.042], [0.063, -0.303, -0.543], [0.386, 0.460, 0.099], [-0.257, -0.072, -0.105], [0.043, -0.102, -0.373]]}

6.
{"formula": "C6H14N2O2", "method": "the ωB97M-V functional and the def2-TZVPD basis", "smiles": "CNC(C)=O.CNC(C)=O", "lumo_energy_ev": 0.43, "homo_energy_ha": -0.3496, "energy_ha": -497.009228, "e_above_lowest_kj_mol": 126.82, "fmax_ev_per_a": 3.26, "species": ["C", "C", "C", "O", "N", "H", "H", "H", "H", "H", "H", "H", "C", "C", "C", "O", "N", "H", "H", "H", "H", "H", "H", "H"], "positions_angstrom": [[0.6368, -0.1532, 2.8402], [0.8836, 2.8488, 0.4650], [0.2799, 1.2150, 2.3302], [-0.5685, 1.9728, 2.7369], [0.9059, 1.5478, 1.1260], [0.8257, -0.0009, 3.9295], [1.6817, 0.9770, 0.8285], [-0.1356, 3.0242, 0.1228], [-0.2948, -0.7363, 2.7790], [1.2822, -0.8120, 2.2763], [1.1120, 3.6261, 1.2318], [1.5006, 3.0502, -0.4035], [-2.1203, -0.4422, -1.6405], [1.2044, -2.3010, -1.4729], [-0.0679, -1.7548, -2.0172], [-0.5698, -2.2713, -3.0124], [-0.7316, -0.7612, -1.3682], [-0.2732, -0.3425, -0.5744], [-2.2692, 0.5691, -1.2952], [1.4888, -3.2321, -1.9259], [-2.2946, -0.6020, -2.7134], [-2.7882, -1.2120, -1.2656], [1.9455, -1.5383, -1.7479], [1.2077, -2.2545, -0.3737]], "forces_ev_per_angstrom": [[-1.716, -0.094, 1.442], [-1.455, 1.152, 1.645], [0.407, 0.980, -3.079], [-0.106, -0.310, 1.183], [1.482, -0.875, -0.683], [0.340, -0.638, -0.857], [-0.041, -0.192, 0.315], [-0.110, 0.244, 0.087], [-0.107, 0.334, 0.346], [0.947, 0.594, 0.055], [-0.197, -0.322, -0.629], [0.549, -0.956, 0.113], [0.605, -0.828, -1.167], [0.764, 2.100, 0.801], [-1.833, -1.159, -1.048], [0.189, 0.190, 0.170], [0.964, -0.142, 0.524], [-0.237, 0.040, 0.092], [-0.642, 0.068, -0.025], [-0.173, -0.359, 0.068], [0.273, 0.813, 0.072], [-0.192, 0.222, 0.922], [0.307, -0.270, -0.073], [-0.020, -0.592, -0.273]]}

7.
{"formula": "C6H14N2O2", "method": "the ωB97M-V functional and the def2-TZVPD basis", "smiles": "CNC(C)=O.CNC(C)=O", "lumo_energy_ev": 0.58, "homo_energy_ha": -0.3402, "energy_ha": -497.035566, "e_above_lowest_kj_mol": 57.67, "fmax_ev_per_a": 1.42, "species": ["C", "C", "C", "O", "N", "H", "H", "H", "H", "H", "H", "H", "C", "C", "C", "O", "N", "H", "H", "H", "H", "H", "H", "H"], "positions_angstrom": [[1.7627, 1.6406, -1.6111], [2.0964, -1.4049, 0.6092], [1.6511, 0.1666, -1.2703], [0.7578, -0.5383, -1.7294], [2.4190, -0.2819, -0.2510], [2.0705, 2.1869, -0.7251], [3.1015, 0.3631, 0.1188], [2.9712, -1.6874, 1.1830], [2.5175, 1.7953, -2.3819], [0.7985, 1.9561, -1.9924], [1.1877, -1.2045, 1.1738], [1.7810, -2.2441, -0.0078], [-1.8737, -1.7721, 0.3210], [-1.2255, 1.8907, 0.9257], [-1.8723, 0.5269, 1.0658], [-2.7701, 0.3064, 1.8580], [-1.3767, -0.4183, 0.2376], [-0.6947, -0.2427, -0.4921], [-1.2098, -2.4554, -0.2064], [-0.2386, 1.8570, 1.3994], [-1.9500, -2.1313, 1.3510], [-2.8646, -1.8804, -0.1338], [-1.1983, 2.2900, -0.0859], [-1.7482, 2.5733, 1.5849]], "forces_ev_per_angstrom": [[0.670, -0.602, -0.289], [-0.714, -0.498, -1.121], [-1.093, -0.214, 0.837], [0.209, 0.085, -0.303], [0.931, 0.701, 0.254], [-0.149, 0.267, -0.001], [-0.168, -0.022, -0.067], [-0.156, 0.073, 0.255], [-0.022, 0.060, -0.089], [-0.012, 0.140, 0.050], [0.259, 0.248, 0.619], [0.366, -0.173, -0.171], [-0.314, -0.582, -0.106], [0.103, 0.145, 0.996], [0.035, 0.386, -0.641], [0.062, -0.080, 0.199], [0.012, -0.627, 0.124], [-0.161, 0.219, 0.224], [0.157, 0.193, -0.104], [0.227, -0.128, -0.539], [0.013, 0.307, -0.036], [0.043, 0.110, 0.104], [0.153, -0.169, -0.020], [-0.448, 0.162, -0.175]]}

8.
{"formula": "C6H14N2O2", "method": "the ωB97M-V functional and the def2-TZVPD basis", "smiles": "NCCc1cc[nH]c1.O.O", "lumo_energy_ev": 0.68, "homo_energy_ha": -0.3178, "energy_ha": -496.978289, "e_above_lowest_kj_mol": 208.05, "fmax_ev_per_a": 2.11, "species": ["C", "C", "C", "C", "N", "C", "C", "N", "H", "H", "H", "H", "H", "H", "H", "H", "H", "H", "H", "H", "O", "H", "H", "O"], "positions_angstrom": [[2.3223, 0.9872, 0.8326], [1.7526, -0.3825, 1.1891], [0.3066, -0.6608, 0.7933], [-0.8134, 0.1316, 0.5415], [-1.8823, -0.6292, 0.1879], [-1.5038, -1.9540, 0.2276], [-0.1672, -1.9749, 0.5292], [1.6526, 1.9925, 1.6423], [3.3658, 1.0101, 1.1275], [2.1733, 1.0822, -0.2523], [1.8432, -0.5568, 2.2711], [2.2336, -1.1369, 0.5534], [-0.7695, 1.1842, 0.7231], [-2.7062, -0.3223, -0.2973], [-2.0606, -2.6838, -0.3447], [0.4610, -2.8218, 0.7521], [1.8480, 2.9774, 1.7285], [0.6722, 1.8034, 1.7311], [-1.1881, 1.5394, -2.6240], [-0.9715, 2.4784, -1.4364], [-1.6177, 2.2082, -2.0872], [-1.0657, -1.0202, -2.3539], [0.3722, -1.0931, -1.7797], [-0.1352, -0.8761, -2.5769]], "forces_ev_per_angstrom": [[-0.573, 0.244, 0.382], [-0.974, -0.151, -0.306], [-1.605, 0.208, -0.490], [1.944, 0.450, 0.680], [0.240, -0.454, 0.076], [0.424, 0.287, -1.315], [0.600, -0.446, 1.086], [-0.766, -0.417, 0.556], [0.320, -0.101, -0.467], [0.370, 0.368, 0.002], [0.358, -0.213, -0.358], [0.681, 0.073, 0.713], [-0.959, 0.402, -0.415], [-0.061, 0.344, 0.253], [-0.261, -0.120, 0.609], [-0.171, -0.410, -0.401], [0.499, -0.301, -0.640], [-0.080, 0.257, 0.157], [0.313, -0.190, -0.024], [0.287, -0.018, 0.100], [-0.536, 0.082, -0.069], [0.445, -0.093, 0.152], [-0.432, 0.044, -0.055], [-0.066, 0.157, -0.228]]}

9.
{"formula": "C6H14N2O2Tl", "method": "the ωB97M-V functional and the def2-TZVPD basis", "lumo_energy_ev": -16.54, "homo_energy_ha": -0.6737, "energy_ha": -668.220816, "e_above_lowest_kj_mol": 6.16, "charge": 3, "fmax_ev_per_a": 3.55, "species": ["Tl", "C", "C", "O", "N", "C", "H", "H", "H", "H", "H", "H", "H", "C", "C", "O", "N", "C", "H", "H", "H", "H", "H", "H", "H"], "positions_angstrom": [[-19.5669, -18.5519, 12.0337], [-13.4244, -16.6798, 9.8646], [-13.7848, -18.1069, 10.0398], [-14.8662, -18.4027, 10.5439], [-12.8408, -18.9870, 9.6143], [-13.0364, -20.4046, 9.5607], [-13.5753, -16.4117, 8.8189], [-12.3712, -16.5665, 10.1218], [-14.0565, -15.9997, 10.4355], [-12.0018, -18.6142, 9.1934], [-12.1570, -20.9404, 9.2036], [-13.7725, -20.4299, 8.7572], [-13.4025, -20.8570, 10.4824], [-17.2841, -11.9231, 9.7371], [-18.1706, -12.5730, 10.8182], [-18.1431, -13.7764, 10.9059], [-19.0469, -11.8960, 11.5514], [-19.1964, -10.4745, 11.7782], [-17.9432, -11.7435, 8.8877], [-16.4213, -12.5227, 9.4469], [-16.9271, -10.9381, 10.0378], [-19.6547, -12.4007, 12.1807], [-20.2401, -10.1819, 11.6635], [-18.6601, -9.9022, 11.0212], [-18.9886, -10.1021, 12.7813]], "forces_ev_per_angstrom": [[-0.186, -0.201, 0.083], [0.014, 0.871, -0.529], [-0.904, 1.205, 0.814], [0.777, -0.877, -0.459], [0.206, -1.405, 1.078], [0.518, 0.383, -0.691], [0.219, 0.023, -0.177], [0.107, 0.224, 0.059], [0.168, -0.375, 0.212], [0.210, 0.302, -0.279], [0.110, 0.370, 0.023], [-0.719, -1.064, -0.262], [-0.508, 0.312, 0.136], [-0.367, 0.836, 0.689], [1.856, 0.641, -2.611], [-0.091, -1.819, 0.759], [-1.802, 2.506, 1.757], [0.857, 0.270, -1.519], [-0.074, -0.234, -0.197], [-0.392, -0.213, 0.192], [0.070, -0.018, 0.222], [0.070, -0.883, 0.075], [-0.705, -0.366, -0.093], [0.176, -0.083, 0.271], [0.396, -0.406, 0.447]]}